Record 1
{"formula": "C3H8N2", "method": "the ωB97M-V functional and the def2-TZVPD basis", "homo_ev": -8.8, "smiles": "CC/N=C\\N", "symbols": ["C", "C", "N", "C", "N", "H", "H", "H", "H", "H", "H", "H", "H"], "positions_angstrom": [[-1.28637, -0.30981, -0.40229], [-0.37529, 0.58750, -1.07968], [1.18293, 0.62978, -0.85104], [1.53215, -0.06408, 0.18944], [0.77530, -0.42684, 1.38036], [-0.63030, -1.02027, 0.07724], [-2.04255, 0.10516, 0.32250], [-1.99715, -0.82604, -0.92201], [-0.50275, 0.50935, -2.18824], [-0.63897, 1.57646, -0.64356], [2.59893, -0.07362, 0.42889], [1.44387, -0.82176, 2.15175], [-0.05981, 0.13418, 1.53665]], "forces_ev_per_angstrom": [[-0.2635, -1.2227, 3.1160], [1.7937, 3.8320, -1.2495], [-2.2608, -3.4406, 1.3856], [-0.2007, 2.4806, 1.1885], [3.0573, -0.8685, -0.3250], [-0.8907, -0.7778, 0.3345], [1.4321, 0.3306, 0.0748], [-1.2247, -1.5687, -2.5726], [0.2219, 0.6102, 0.9544], [0.0709, 0.0977, -1.3438], [0.0170, -0.5078, -0.4128], [-2.3980, 1.5845, -1.8039], [0.6456, -0.5496, 0.6538]], "lowdin_charge": [-0.17, -0.27, 0.03, -0.29, 0.00, 0.05, 0.10, 0.04, 0.11, 0.11, 0.09, 0.13, 0.07]}



Record 2
{"formula": "C34H38I2NO10P2Pd", "method": "the ωB97M-V functional and the def2-TZVPD basis", "homo_ev": [-10.4, -10.4], "charge": 1, "symbols": ["Pd", "I", "C", "I", "H", "H", "N", "C", "C", "P", "O", "O", "O", "P", "O", "O", "O", "H", "H", "H", "H", "H", "H", "H", "H", "C", "C", "C", "O", "C", "C", "O", "C", "O", "C", "C", "C", "C", "C", "C", "C", "C", "C", "C", "C", "C", "C", "O", "C", "C", "C", "C", "C", "C", "C", "C", "C", "C", "C", "C", "H", "H", "H", "H", "H", "H", "H", "H", "H", "H", "H", "H", "H", "H", "H", "H", "H", "H", "H", "H", "H", "H", "H", "H", "H", "H", "H", "H"], "positions_angstrom": [[0.09264, 0.26173, -0.10170], [-1.42945, -1.95717, -0.72397], [-1.39958, -2.85965, -2.71648], [-1.41534, -1.46362, -4.32405], [-2.28911, -3.46910, -2.82286], [-0.50301, -3.45949, -2.81267], [4.18340, 0.05013, -1.31309], [3.22302, 1.13049, -1.75263], [3.77168, 1.99084, -2.87950], [2.74388, 2.20105, -0.29954], [3.68614, 3.49005, -0.37876], [3.38796, 1.36192, 0.87225], [1.32908, 2.58232, -0.30189], [1.72888, 0.08989, -2.28063], [2.18783, -0.27941, -3.76358], [1.95613, -1.09956, -1.37052], [0.39329, 0.75589, -2.27230], [4.63633, 0.27412, -0.43023], [4.86567, -0.17948, -2.03200], [3.48691, -0.77965, -1.15735], [4.62838, 2.58540, -2.56378], [2.98588, 2.66891, -3.21663], [4.04803, 1.37027, -3.73099], [3.22253, 4.26565, -0.72867], [1.43533, -0.36842, -4.37498], [0.47335, -0.34458, 6.90635], [-0.36968, 0.47285, 5.94096], [-1.33455, 1.39647, 6.66470], [-1.07475, -0.41538, 5.08255], [-0.85874, -0.04158, 3.73637], [0.50931, 0.65682, 3.83441], [0.47393, 1.26710, 5.09913], [0.75491, 1.59305, 2.60260], [1.04647, 0.65315, 1.66075], [-0.48325, 2.48953, 2.40982], [-0.86879, 3.32996, 3.45774], [-2.00526, 4.11709, 3.35805], [-2.78280, 4.07904, 2.21098], [-2.41427, 3.24297, 1.16943], [-1.27503, 2.45979, 1.27054], [2.01833, 2.42995, 2.67971], [2.09229, 3.78891, 2.88110], [3.31824, 4.44175, 2.94779], [4.55109, 3.74296, 2.85564], [4.55076, 2.42438, 2.59572], [3.28686, 1.69364, 2.32798], [-0.99615, -1.24396, 2.74459], [-1.17124, -0.74496, 1.43896], [-2.34336, -1.96672, 2.95601], [-3.50793, -1.20198, 2.89193], [-4.75142, -1.80712, 2.83752], [-4.85396, -3.19121, 2.82930], [-3.70276, -3.95823, 2.91016], [-2.45381, -3.35344, 2.95665], [0.19883, -2.18241, 2.93557], [0.35348, -2.84902, 4.15250], [1.45303, -3.66222, 4.38147], [2.42131, -3.81783, 3.39968], [2.27032, -3.16416, 2.18693], [1.16560, -2.35511, 1.95212], [-0.17648, -0.99465, 7.49043], [1.01884, 0.32456, 7.57072], [1.18479, -0.95763, 6.35236], [-1.96119, 0.81298, 7.33654], [-1.96865, 1.90878, 5.94079], [-0.77028, 2.13398, 7.23538], [-1.61355, 0.68869, 3.43060], [1.30885, -0.09377, 3.79306], [-0.29442, 3.33672, 4.37377], [-2.29177, 4.75203, 4.18688], [-3.66841, 4.69475, 2.12712], [-3.01702, 3.19125, 0.27221], [-1.01747, 1.81954, 0.42555], [1.19611, 4.37012, 3.03648], [3.32813, 5.51332, 3.10291], [5.48353, 4.27245, 2.99456], [5.47267, 1.86576, 2.49854], [3.26382, 0.68750, 2.75864], [-3.43734, -0.12231, 2.85014], [-5.64184, -1.19497, 2.76936], [-5.82213, -3.66501, 2.73255], [-3.77305, -5.03875, 2.91558], [-1.57089, -3.97527, 2.98446], [-0.39512, -2.72622, 4.92232], [1.55062, -4.18735, 5.32343], [3.28524, -4.44531, 3.57828], [3.01195, -3.29463, 1.40686], [1.07083, -1.85271, 1.00276]], "forces_ev_per_angstrom": [[-2.8167, -2.9464, 2.4041], [-0.2047, -0.3493, -0.9597], [0.1269, 0.4544, 0.3380], [-0.0273, -0.0954, 0.0208], [-0.0332, 0.0275, 0.0837], [0.0156, 0.0309, 0.0474], [-0.1932, -0.1245, 0.1698], [-0.4009, 0.2399, 0.2143], [0.1239, 0.0703, -0.0012], [-0.2974, 0.4065, -1.0004], [0.2306, -0.0022, 0.1350], [0.3810, 0.2572, 0.7545], [0.5327, 0.3345, 0.0809], [0.3744, -1.0172, -0.1782], [-0.1874, 0.2227, -0.2354], [0.4187, 0.0191, -0.3460], [0.7147, 0.5478, 0.3400], [0.1737, 0.0024, -0.0470], [0.0219, 0.0335, -0.0390], [0.0398, 0.1223, -0.0505], [0.0046, -0.0047, -0.0007], [0.0228, 0.0076, -0.0218], [-0.0405, -0.0182, 0.0027], [-0.0211, -0.1406, 0.0434], [0.1104, -0.0456, 0.1290], [-0.0307, 0.0886, -0.2364], [-0.1528, -0.0304, 0.4021], [0.1103, -0.0627, -0.2291], [0.1197, -0.1434, 0.0001], [-0.1080, 0.1493, -0.3909], [0.1236, -0.2361, 0.1189], [0.0345, 0.1883, -0.1038], [-0.3068, 0.1148, 0.2831], [0.6232, 0.5843, -0.7044], [-0.0501, 0.3061, 0.0184], [0.0238, -0.1076, -0.0687], [-0.0259, 0.0397, 0.0639], [-0.0378, -0.0041, -0.0603], [-0.0278, 0.0545, 0.0787], [0.1428, -0.0346, -0.1438], [-0.5035, -0.3316, -0.1786], [0.2691, 0.7298, 0.1362], [-0.5477, -0.4941, -0.0642], [0.5362, -0.2759, 0.1711], [0.1264, 0.3000, 0.0782], [-0.0693, -0.5304, -0.8390], [0.5857, -0.0624, 0.4238], [0.6133, 0.8808, -1.2389], [0.0716, 0.0845, -0.2658], [0.0633, -0.0039, 0.1248], [-0.0390, 0.0622, -0.0365], [0.0216, 0.0058, -0.0168], [-0.0501, -0.0557, -0.0427], [-0.0111, 0.0859, 0.0862], [-0.1054, 0.0597, -0.0752], [0.0629, 0.0283, -0.0163], [0.0172, -0.0167, 0.0013], [0.0631, 0.0153, 0.0170], [0.0264, -0.0080, -0.0686], [-0.0391, -0.0206, 0.1385], [0.0344, -0.0114, 0.0435], [-0.0202, -0.0319, 0.0601], [-0.0141, -0.0196, -0.0063], [-0.0112, 0.0332, 0.0364], [-0.0045, 0.0024, 0.0025], [-0.0488, 0.0065, 0.0523], [0.0262, -0.0217, 0.0306], [0.0186, 0.0581, -0.0057], [-0.0086, 0.0221, 0.0482], [0.0207, 0.0047, 0.0001], [-0.0153, -0.0093, 0.0312], [0.0188, 0.0056, -0.0134], [-0.3166, 0.4984, 0.3118], [-0.0647, -0.0787, -0.0911], [0.0214, 0.0218, 0.0582], [-0.0288, 0.0422, -0.0163], [0.0075, 0.0226, -0.0958], [-0.1484, 0.1313, 0.3073], [-0.0361, -0.0079, -0.0223], [0.0005, -0.0111, 0.0141], [-0.0008, -0.0084, 0.1029], [0.0146, 0.0078, -0.0204], [0.0189, 0.0002, -0.0327], [-0.0168, -0.0387, 0.0023], [-0.0114, 0.0369, 0.0158], [-0.0248, -0.0307, -0.0055], [-0.0188, -0.0012, -0.0052], [0.0095, -0.0156, -0.0489]], "lowdin_charge": [0.76, 1.21, -1.06, 0.78, -0.04, -0.04, 0.16, -0.45, -0.07, 0.52, -0.10, -0.17, -0.23, 0.28, -0.14, -0.35, -0.38, 0.14, 0.17, 0.11, 0.08, 0.11, 0.09, 0.11, 0.04, 0.02, -0.56, 0.03, 0.00, -0.15, -0.15, -0.01, -0.40, -0.23, -0.15, -0.06, -0.06, -0.07, -0.05, -0.04, 0.05, 0.04, 0.07, -0.03, 0.05, -0.16, -0.38, -0.44, -0.14, -0.02, -0.07, -0.08, -0.07, -0.03, -0.16, -0.05, -0.07, -0.09, -0.08, -0.05, 0.10, 0.09, 0.08, 0.10, 0.09, 0.09, 0.15, 0.16, 0.12, 0.11, 0.11, 0.11, 0.06, 0.12, 0.14, 0.13, 0.14, 0.18, 0.12, 0.11, 0.10, 0.11, 0.11, 0.12, 0.11, 0.10, 0.10, 0.04]}



Record 3
{"formula": "C18H31N3O7", "method": "the ωB97M-V functional and the def2-TZVPD basis", "homo_ev": -9.2, "smiles": "CCNC1=C(CCCCOC(C)=O)C(=O)OC1=O.CNC(C)=O.CNC(C)=O", "symbols": ["C", "C", "N", "C", "C", "C", "C", "C", "C", "O", "C", "C", "O", "C", "O", "O", "C", "O", "H", "H", "H", "H", "H", "H", "H", "H", "H", "H", "H", "H", "H", "H", "H", "H", "H", "C", "N", "C", "C", "O", "H", "H", "H", "H", "H", "H", "H", "C", "N", "C", "C", "O", "H", "H", "H", "H", "H", "H", "H"], "positions_angstrom": [[7.88349, 1.22429, 2.99338], [6.71015, 0.27252, 2.42602], [5.44760, 0.99897, 2.09086], [5.22158, 1.11404, 0.64847], [4.70877, 2.25616, -0.04464], [4.20725, 3.67177, 0.48538], [3.09498, 3.47831, 1.66182], [1.59206, 3.74344, 1.17189], [0.51209, 2.75289, 1.87708], [0.01471, 1.73966, 0.94945], [-0.58266, 0.65090, 1.64234], [-2.10186, 0.15143, 1.38556], [0.06805, -0.03195, 2.49229], [4.67598, 1.94664, -1.60127], [4.23721, 2.59414, -2.57062], [5.33416, 0.69313, -1.82959], [5.44878, 0.08550, -0.54807], [5.66031, -1.13784, -0.32041], [8.43470, 0.64174, 3.80273], [7.54262, 2.26728, 3.29898], [8.62719, 1.36988, 2.11896], [6.52064, -0.54589, 3.22137], [7.16737, -0.29543, 1.52879], [4.62835, 0.54132, 2.53527], [5.04661, 4.39086, 0.77908], [3.64958, 4.16721, -0.39972], [3.35431, 4.23991, 2.48712], [3.21343, 2.42527, 2.08081], [1.28690, 4.81483, 1.47400], [1.42768, 3.66363, 0.04583], [0.92618, 2.31515, 2.85117], [-0.39963, 3.38866, 2.17463], [-2.11657, -0.99653, 1.51880], [-2.46744, 0.37977, 0.32638], [-2.82223, 0.54841, 2.19684], [-5.91065, -3.28548, 0.24648], [-5.12917, -2.09837, -0.01730], [-5.53534, -0.80203, 0.00397], [-6.97517, -0.52034, 0.34120], [-4.73587, 0.09441, -0.24745], [-5.45350, -3.81685, 1.08401], [-5.87708, -3.91859, -0.63909], [-6.94674, -3.05447, 0.48738], [-4.15316, -2.21035, -0.25078], [-7.14725, 0.55615, 0.31804], [-7.63091, -0.99160, -0.39373], [-7.20309, -0.88599, 1.34444], [-3.96849, -3.45113, -5.42672], [-4.30909, -3.94441, -4.10978], [-3.82433, -3.53264, -2.90726], [-2.80311, -2.42670, -2.90147], [-4.22192, -4.06079, -1.87458], [-4.87965, -3.07943, -5.90025], [-3.57496, -4.28359, -6.01384], [-3.22942, -2.65371, -5.39071], [-4.98901, -4.68817, -4.03573], [-2.51203, -2.20850, -1.87366], [-1.91372, -2.73569, -3.45436], [-3.22871, -1.52177, -3.33979]], "forces_ev_per_angstrom": [[0.3211, -0.3836, -1.3264], [1.4244, -0.9836, 0.7333], [-0.1338, -1.2036, -2.0281], [-1.3393, 3.2258, -2.9670], [0.7614, -1.0251, 0.7473], [-1.2083, -0.5961, -0.7536], [0.5877, 0.4349, -0.2208], [-0.7817, -0.2935, 0.6053], [0.1019, 1.7077, 0.6793], [-1.0289, -1.1545, 1.7087], [1.1588, -2.9721, 2.6575], [0.5555, -0.0852, -0.5861], [-2.0037, 3.1838, -3.2048], [-0.5084, 1.4501, -1.5931], [1.6749, -2.3397, 4.0664], [-0.8972, 0.1289, 2.5455], [0.7900, -3.7078, 2.4222], [-0.7275, 5.0570, -1.8496], [-0.7260, 1.1243, -0.8856], [0.2816, -1.6103, -0.0847], [-1.0386, -0.0735, 1.5013], [-0.0372, 1.4213, -1.2973], [-1.0795, 0.9282, 1.3179], [0.7760, 0.4399, -0.4945], [-0.9780, -1.3874, -0.3036], [1.1048, -0.7631, 1.2890], [-0.4910, -1.3571, -1.1231], [-0.3011, 1.4899, -0.4508], [0.5164, -1.6609, -0.5428], [0.4773, -0.0073, 1.4346], [-0.4551, 0.2838, -1.6099], [1.2590, -0.8961, -0.4446], [0.3437, 1.9202, -0.1806], [0.3521, -0.0480, 1.7517], [1.3215, -0.2379, -1.4717], [0.1799, -0.1993, -0.0499], [-0.3772, 0.8278, 0.1941], [0.5628, -0.2384, -0.1114], [-0.0977, 0.2108, 0.0124], [-0.2234, 0.0560, -0.0433], [-0.2219, -0.1577, -0.0121], [-0.1672, -0.0902, 0.2620], [0.1505, 0.1544, 0.0501], [-0.1894, -0.1988, -0.0582], [0.1527, -0.1350, -0.0323], [-0.0638, -0.0687, 0.1778], [-0.1365, -0.0871, -0.1205], [-0.3392, -0.3583, -0.0432], [0.2242, 0.2263, 0.4928], [-0.2592, -0.3549, 0.0495], [0.0231, 0.0429, 0.1044], [0.4102, 0.0068, -0.3578], [0.1824, 0.1069, -0.1933], [0.0727, 0.2038, -0.1823], [-0.0903, -0.1034, 0.0965], [0.0906, 0.0842, -0.0398], [-0.0739, -0.0822, -0.1322], [-0.0435, 0.1588, -0.0544], [0.1611, -0.0140, -0.0502]], "lowdin_charge": [-0.11, -0.25, 0.00, -0.08, -0.01, -0.11, -0.18, -0.15, -0.18, -0.07, -0.38, -0.01, 0.02, -0.29, 0.11, 0.09, -0.29, 0.08, 0.07, 0.07, 0.07, 0.12, 0.11, 0.13, 0.12, 0.12, 0.12, 0.09, 0.12, 0.12, 0.13, 0.13, 0.09, 0.07, 0.10, -0.08, 0.02, -0.54, -0.01, 0.00, 0.09, 0.06, 0.08, 0.11, 0.08, 0.08, 0.08, -0.08, 0.01, -0.52, 0.00, 0.00, 0.08, 0.08, 0.08, 0.14, 0.08, 0.09, 0.09]}



Record 4
{"formula": "C3H4N2OS2", "method": "the ωB97M-V functional and the def2-TZVPD basis", "homo_ev": -8.1, "smiles": "Oc1c[nH]n(S)c1=S", "symbols": ["O", "C", "C", "N", "N", "S", "C", "S", "H", "H", "H", "H"], "positions_angstrom": [[-0.84799, 2.05152, 1.42129], [-0.54882, 0.93961, 0.57836], [-1.03991, 0.72917, -0.66581], [-0.48929, -0.48178, -1.27413], [0.47264, -0.90509, -0.24993], [1.70323, -2.08533, -0.86598], [0.31980, -0.12476, 0.99476], [1.06395, -0.53595, 2.39367], [-0.64132, 1.70141, 2.27034], [-1.86777, 1.23263, -1.11737], [-0.73230, -1.24929, -1.88090], [2.60777, -1.27214, -1.60429]], "forces_ev_per_angstrom": [[0.0619, -1.7665, -2.8028], [-0.3555, 1.1863, 0.8824], [-0.0221, -2.8325, -1.1180], [2.1331, 2.8690, 3.9240], [-0.3230, -0.4350, -0.9536], [-0.7948, 2.0456, 0.6525], [1.1583, -1.6326, -2.7648], [-0.1765, 0.4852, -0.0149], [0.4043, -0.2148, 1.6085], [-0.0584, 0.2453, -0.3659], [-0.7853, 0.4926, -0.0297], [-1.2421, -0.4425, 0.9823]], "lowdin_charge": [0.03, -0.31, 0.01, -0.01, -0.47, 0.73, -0.80, 0.64, 0.05, 0.12, 0.11, -0.11]}



Max |F| (computed, hartree/bohr): 0.0858 0.0920 0.1057 0.1032
E_tot (computed, hartree): -228.530565 -3531.317618 -1395.323320 -1097.737507